[1]
Here is a 2-piece molecular cluster, C9H25N2OSi overall in a non-equilibrium geometry from OMol25. Energies are from wB97M-V/def2-TZVPD.

XYZ file:
```
38
Properties=species:S:1:pos:R:3:mulliken_charge:R:1
C 1.58074 0.59225 -1.00803 -1.075
C -0.42774 2.16734 -1.04923 -1.835
C 0.84246 -2.56173 -3.08128 -1.297
C 1.47311 3.07972 2.72414 -0.536
C 0.26062 -0.31639 3.07009 -1.024
C -2.44576 1.56320 2.34112 -1.142
C 0.07652 0.73788 -1.40152 1.330
C -0.41356 -2.43848 -2.23756 0.379
C -0.64226 -0.33670 -0.70327 -1.369
N -1.06390 -3.69004 -1.76949 -0.765
N -0.25994 -1.80625 -0.90570 -0.046
O 0.20776 2.56479 2.38415 -0.226
Si -0.61336 1.19859 2.38616 0.483
H 1.83374 0.87859 0.13104 -0.121
H 2.42849 1.09536 -1.57069 0.451
H 1.95910 -0.42446 -0.99056 0.201
H -1.44429 2.12760 -0.94942 0.508
H 0.03533 2.62558 -0.29552 0.437
H -0.15788 2.91133 -1.91001 0.327
H 1.63827 -2.17652 -2.53245 0.306
H 1.01327 -3.59559 -3.27781 0.462
H 0.71918 -2.05173 -3.98534 0.305
H 2.11377 2.49419 2.09122 0.269
H 1.63409 3.02923 3.78584 0.301
H 1.53878 4.09670 2.68942 0.288
H -0.25517 -1.36890 2.90967 0.323
H 1.18633 -0.59422 2.54717 0.359
H 0.39408 -0.30227 4.19978 0.395
H -2.73980 1.93583 3.40858 0.325
H -2.71096 2.11896 1.53700 0.402
H -3.03809 0.76766 2.18038 0.449
H 0.23265 0.61324 -2.54918 0.213
H -1.34175 -2.15113 -2.78829 0.307
H -1.69913 -0.10521 -0.93612 0.258
H -0.33238 -4.17285 -1.23242 0.224
H -1.25450 -4.41273 -2.45072 0.273
H -0.94644 -2.18449 -0.32142 0.429
H 0.61860 -1.90833 -0.43977 0.431
```

## Properties
Net charge: +1
ΔE to the lowest compared entry with this formula, charge and spin (kJ/mol): 362.55
DFT total energy (hartree): -831.7500
Gap between HOMO and LUMO (eV): 7.254
HOMO level (eV): -10.34

=====

[2]
Here is a 2-piece molecular cluster, C9H26BNO3 overall in a non-equilibrium geometry from OMol25. Energies are from wB97M-V/def2-TZVPD.

XYZ file:
```
40
Properties=species:S:1:pos:R:3:mulliken_charge:R:1
B -2.64427 -3.37148 -0.88231 0.158
C -2.96865 -2.97992 -2.44135 -0.391
O -2.89234 -1.53858 -2.67447 -0.235
O -1.49650 -1.26274 -2.77490 -0.393
H -2.65122 -2.33896 -0.20661 -0.249
H -1.54445 -3.90001 -0.78408 -0.274
H -3.48642 -4.13486 -0.44757 -0.187
H -3.96989 -3.21214 -2.79467 0.173
H -2.27257 -3.43094 -3.15134 0.189
H -1.37980 -1.06392 -3.72243 0.263
C 1.87335 2.54333 2.20571 -1.372
C 0.89758 2.31796 1.06755 -0.313
N 1.42783 1.46119 -0.06434 0.174
C 2.63765 2.11863 -0.64176 -1.080
C 0.39859 1.40439 -1.18093 -0.360
C -0.90266 0.76000 -0.79134 -1.029
C 1.86249 0.06563 0.36315 -0.814
C 0.88260 -0.84722 1.09429 -0.328
O 0.49837 -0.28762 2.32916 -0.297
C -0.69258 -0.88974 2.84248 -0.780
H 2.73817 3.13780 1.91463 0.359
H 1.34523 3.09999 2.97989 0.429
H 2.19734 1.60651 2.65174 0.302
H 0.61972 3.26258 0.59708 0.542
H 0.00074 1.83733 1.43404 0.250
H 2.38403 3.13963 -0.91695 0.385
H 2.94742 1.56513 -1.52475 0.414
H 3.44016 2.11795 0.08834 0.439
H 0.88088 0.84804 -1.98534 0.405
H 0.26384 2.43304 -1.51755 0.350
H -0.83319 -0.32027 -0.83898 0.095
H -1.66427 1.01313 -1.52764 0.493
H -1.27424 1.07988 0.18093 0.230
H 2.74696 0.21079 0.98084 0.454
H 2.16699 -0.43593 -0.55525 0.380
H 1.44359 -1.77744 1.25412 0.398
H 0.01495 -1.10666 0.49031 0.323
H -0.75292 -1.94572 2.57368 0.353
H -1.57747 -0.38128 2.45062 0.291
H -0.66507 -0.79747 3.92600 0.253
```

## Properties
Net charge: 0
DFT total energy (hartree): -663.5672
Gap between HOMO and LUMO (eV): 6.630
HOMO level (eV): -6.93

=====

[3]
Here is a 4-piece molecular cluster, C9H26O4 overall in a non-equilibrium geometry from OMol25. Energies are from wB97M-V/def2-TZVPD.

XYZ file:
```
39
Properties=species:S:1:pos:R:3:mulliken_charge:R:1
O -21.69200 20.49749 -22.44247 -0.673
H -21.34663 21.29883 -22.86527 0.275
H -21.52636 20.62760 -21.50554 0.313
C -24.62200 22.55906 -23.40404 -1.498
C -24.42218 24.05778 -23.15205 0.844
C -25.70884 24.83817 -23.08999 -1.348
O -23.72577 24.21282 -21.89578 -0.591
H -23.67702 22.02307 -23.31500 0.388
H -25.07665 22.42582 -24.38615 0.357
H -25.28199 22.13197 -22.64172 0.421
H -23.74784 24.39933 -23.94491 0.122
H -26.50038 24.26455 -22.60337 0.297
H -26.09469 25.08904 -24.08076 0.360
H -25.54211 25.76602 -22.54390 0.360
H -23.42440 23.33433 -21.63880 0.318
C -16.75863 19.67028 -24.45100 -0.967
C -16.22717 20.22849 -23.15849 0.721
C -15.19673 19.32157 -22.48192 -1.608
O -15.67529 21.53770 -23.36573 -0.521
H -17.49349 20.34435 -24.88674 -0.004
H -17.27521 18.72629 -24.25165 0.342
H -15.94969 19.47323 -25.15430 0.349
H -17.01850 20.36385 -22.41349 0.156
H -14.95444 19.75906 -21.51333 0.400
H -14.30735 19.21421 -23.10519 0.428
H -15.63872 18.34324 -22.29076 0.386
H -14.71714 21.46689 -23.33338 0.297
C -18.58416 23.26956 -23.84237 -1.351
C -19.95512 23.04421 -24.47280 0.858
C -20.10495 21.74156 -25.20754 -1.601
O -20.96462 23.05656 -23.43103 -0.433
H -18.38127 22.48750 -23.10786 0.214
H -18.52912 24.26332 -23.40243 0.434
H -17.79064 23.14452 -24.58319 0.378
H -20.14485 23.86614 -25.17239 0.188
H -19.82165 20.87754 -24.60529 0.377
H -19.44055 21.74027 -26.07626 0.465
H -21.13228 21.63845 -25.55323 0.307
H -20.83800 23.88372 -22.95309 0.240
```

## Properties
Net charge: 0
ΔE to the lowest compared entry with this formula, charge and spin (kJ/mol): 10.42
Structure (SMILES): CC(C)O.CC(C)O.CC(C)O.O
DFT total energy (hartree): -659.4508
Gap between HOMO and LUMO (eV): 10.765
HOMO level (eV): -10.05

=====

[4]
Here is a 3-piece molecular cluster, C9H26O7PS2 overall in a non-equilibrium geometry from OMol25. Energies are from wB97M-V/def2-TZVPD.

XYZ file:
```
45
Properties=species:S:1:pos:R:3:mulliken_charge:R:1
C 0.83024 1.29175 -0.97950 -0.867
C 0.11485 2.66573 -0.38616 -0.370
C -1.36302 2.97918 -1.02410 -0.408
O -2.50063 2.46447 -0.24556 -0.354
P -2.52696 0.72531 -0.17284 0.350
H 0.87739 0.54059 -0.05728 0.204
H 0.04286 0.81329 -1.73390 0.339
H 1.87873 1.48647 -1.46119 0.253
H -0.00933 2.63313 0.79548 0.265
H 0.85178 3.54983 -0.66953 0.331
H -1.39473 2.67708 -2.17631 0.340
H -1.47667 4.16760 -1.02735 0.287
H -2.78736 0.06189 -1.42443 0.243
H -1.31752 0.15789 0.42388 0.208
H -3.63293 0.37248 0.72548 0.199
O -3.80888 -1.89159 -0.16163 -0.665
S -5.12737 -2.48684 -0.21638 1.205
O -6.07191 -2.36381 0.87528 -0.592
O -4.98387 -4.05908 -0.61452 -0.282
C -4.17188 -4.89567 0.19905 -0.300
C -4.84725 -5.21460 1.51984 -0.979
C -5.93254 -1.94527 -1.70349 -0.983
H -3.18697 -4.44294 0.35632 0.277
H -4.01345 -5.82795 -0.35422 0.276
H -4.96281 -4.31562 2.13287 0.297
H -4.25968 -5.93641 2.09352 0.387
H -5.84962 -5.62233 1.35262 0.272
H -5.24696 -2.06628 -2.54409 0.331
H -6.19119 -0.89144 -1.57964 0.381
H -6.83952 -2.53409 -1.84945 0.356
O 5.65224 3.16711 -1.01178 -0.645
S 6.00234 1.86080 -0.49536 1.241
O 5.11996 0.71961 -0.62987 -0.594
O 6.44042 2.00717 1.06596 -0.267
C 5.52163 2.59406 1.97836 -0.337
C 4.38248 1.64782 2.30897 -0.791
C 7.59309 1.40443 -1.13906 -0.974
H 5.14588 3.54642 1.58901 0.314
H 6.07675 2.81754 2.89609 0.273
H 3.76187 1.45239 1.42921 0.104
H 3.73807 2.06999 3.08478 0.390
H 4.76926 0.68260 2.65203 0.265
H 8.28230 2.24111 -1.01166 0.327
H 7.47223 1.17680 -2.20037 0.368
H 7.94871 0.51941 -0.60908 0.325
```

## Properties
Net charge: +1
ΔE to the lowest compared entry with this formula, charge and spin (kJ/mol): 218.35
DFT total energy (hartree): -2022.5408
Gap between HOMO and LUMO (eV): 8.960
HOMO level (eV): -12.73

=====

[5]
Here is C9H27B2KNO as an isolated structure in a non-equilibrium geometry from OMol25. Energies are from wB97M-V/def2-TZVPD.

XYZ file:
```
41
Properties=species:S:1:pos:R:3:mulliken_charge:R:1
K 3.40507 -1.91390 2.66171 0.898
B 6.63760 -3.65203 -0.89318 -0.230
H 6.89086 -2.66753 -1.25494 -0.178
H 6.53516 -3.71663 0.17900 -0.226
H 5.73483 -4.09090 -1.28899 -0.153
H 7.41736 -4.32810 -1.20805 -0.173
B 2.68396 -5.66784 5.24334 -0.159
H 1.89902 -6.03523 4.60059 -0.144
H 2.39739 -4.66735 5.52819 -0.275
H 2.78172 -6.39752 6.03218 -0.182
H 3.63858 -5.77405 4.75176 -0.179
C -2.98297 2.35780 0.75666 -1.804
C -2.16048 1.05082 0.26530 1.557
C -3.12582 0.47867 -0.86417 -1.158
C -2.92886 0.97911 -2.35596 -0.760
C -1.41103 1.27750 -2.68853 -1.254
C -0.62373 1.99413 -1.63752 1.829
N -0.80039 1.33579 -0.31861 0.048
O -0.15582 1.93596 0.72284 -0.456
C 0.82442 1.93595 -1.95497 -2.043
C -1.17901 3.45089 -1.64953 -1.623
C -2.14489 0.07876 1.44877 -1.913
H -2.41009 3.02337 1.40235 0.427
H -3.48927 2.95689 -0.00022 0.389
H -3.78244 2.11531 1.45677 0.463
H -3.07820 -0.60888 -0.80898 0.449
H -4.17293 0.69843 -0.65593 0.342
H -3.40048 0.31538 -3.08063 0.413
H -3.39862 1.95419 -2.48491 0.327
H -1.35750 1.84554 -3.61727 0.436
H -0.98109 0.29738 -2.89491 0.419
H 1.53674 2.57182 -1.42925 0.366
H 1.04604 2.27110 -2.96822 0.378
H 1.17445 0.92388 -1.75180 0.460
H -0.83461 4.16443 -0.90097 0.316
H -2.26336 3.42683 -1.54131 0.369
H -0.98170 3.85143 -2.64388 0.436
H -1.50552 -0.74486 1.13105 0.468
H -1.66934 0.54649 2.31084 0.356
H -3.13570 -0.34198 1.62011 0.382
H -0.62944 2.76894 0.78141 0.382
```

## Properties
Net charge: -1
DFT total energy (hartree): -1138.4673
Gap between HOMO and LUMO (eV): 5.436
HOMO level (eV): -4.71